Entry 1:
ORCA calculation (ωB97M-V/def2-TZVPD) on a cluster of 2 separate species, C3H8O in total at a distorted geometry.

Structure (XYZ):
```
12
Properties=species:S:1:pos:R:3:lowdin_charge:R:1
H 2.30867 1.85826 -0.53870 0.057
H 1.57734 2.03689 -0.55557 0.035
C -0.87592 -0.94284 0.81429 -0.067
C 0.43695 -0.46389 -0.05156 -0.151
C -0.42221 0.47886 -0.73449 -0.419
O -0.42438 1.67114 -0.57524 -0.014
H -1.92852 -0.94092 0.45637 0.091
H -0.62563 -1.96794 0.98472 0.055
H -0.90636 -0.38263 1.74139 0.077
H 0.82572 -1.29045 -0.65991 0.115
H 1.23030 -0.02944 0.56895 0.098
H -1.17384 0.02852 -1.38890 0.123
```

* ΔE to the lowest compared entry with this formula, charge and spin: 207.6 kJ/mol
* LUMO energy: 1.05 eV
* Kohn-Sham gap: 10.704 eV
* multiplicity: 1
* E_HOMO: -9.65 eV
* electronic energy: -194.2569 hartree
* SMILES: [H][H].CCC=O

=====

Entry 2:
ORCA calculation (ωB97M-V/def2-TZVPD) on a cluster of 2 separate species, C3H8O in total at a distorted geometry.

Structure (XYZ):
```
12
Properties=species:S:1:pos:R:3:lowdin_charge:R:1
C 0.35034 1.16278 1.08213 0.018
C 1.30144 0.27787 0.75021 -0.298
O 2.54373 0.67403 0.93320 -0.016
H -0.67054 0.95798 1.16302 0.024
H 0.63812 2.12060 1.27464 0.028
H 1.24929 -0.79874 0.46218 0.124
H 3.32225 0.30436 0.47488 0.122
C -1.74245 -0.93620 -1.22610 -0.071
H -1.03005 -1.59487 -1.75845 0.008
H -1.20894 -0.17773 -0.55329 -0.005
H -2.38477 -1.61276 -0.58292 0.027
H -2.36841 -0.37731 -2.01948 0.040
```

* ΔE to the lowest compared entry with this formula, charge and spin: 154.7 kJ/mol
* LUMO energy: 0.78 eV
* Kohn-Sham gap: 9.627 eV
* multiplicity: 1
* E_HOMO: -8.85 eV
* electronic energy: -194.2770 hartree
* SMILES: C=CO.C

=====

Entry 3:
ORCA calculation (ωB97M-V/def2-TZVPD) on an isolated molecule of C3H8O at a distorted geometry.

Structure (XYZ):
```
12
Properties=species:S:1:pos:R:3:lowdin_charge:R:1
C 1.00516 0.10536 0.86668 -0.068
C 0.07338 -0.62557 -0.15409 -0.438
C -0.55228 0.68057 -0.65360 -0.120
O -0.97031 -1.50280 0.30669 -0.063
H 2.04257 -0.08942 0.62676 0.069
H 0.92761 1.22093 0.82491 0.072
H 0.72688 -0.13649 1.88443 0.077
H 0.52897 -1.15211 -1.02002 0.140
H 0.16971 1.39544 -1.08550 0.091
H -1.27170 0.36665 -1.38311 0.060
H -1.03664 1.20443 0.18761 0.093
H -1.64335 -1.46700 -0.40075 0.087
```

* ΔE to the lowest compared entry with this formula, charge and spin: 104.5 kJ/mol
* LUMO energy: 1.02 eV
* Kohn-Sham gap: 11.207 eV
* multiplicity: 1
* E_HOMO: -10.19 eV
* electronic energy: -194.2962 hartree
* SMILES: CC(C)O

=====

Entry 4:
ORCA calculation (ωB97M-V/def2-TZVPD) on a cluster of 2 separate species, C3H8O2 in total.

Structure (XYZ):
```
13
Properties=species:S:1:pos:R:3:lowdin_charge:R:1
O 1.49055 1.09088 -0.90421 0.037
C 1.24447 -0.07477 -0.68233 -0.291
C -0.15320 -0.64352 -0.73923 -0.148
C -1.19819 0.25077 0.00059 -0.262
O -0.65487 1.25660 0.82510 -0.122
H 2.06209 -0.77339 -0.41475 0.118
H -0.42120 -0.72387 -1.80163 0.121
H -0.14402 -1.66762 -0.35134 0.103
H -1.88541 0.70368 -0.72378 0.114
H -1.78505 -0.38696 0.66652 0.115
H -0.14471 1.84831 0.25486 0.079
H 0.59154 -0.13661 1.85793 0.058
H 0.99798 -0.74351 2.01226 0.078
```

* ΔE to the lowest compared entry with this formula, charge and spin: 197.7 kJ/mol
* LUMO energy: 0.96 eV
* Kohn-Sham gap: 11.063 eV
* multiplicity: 1
* E_HOMO: -10.10 eV
* electronic energy: -269.5196 hartree
* SMILES: O=CCCO.[H][H]

=====

Entry 5:
ORCA calculation (ωB97M-V/def2-TZVPD) on an isolated molecule of C3H8O2.

Structure (XYZ):
```
13
Properties=species:S:1:pos:R:3:lowdin_charge:R:1
O -0.84775 1.25182 0.77524 -0.082
C -1.22600 -0.01041 0.21516 -0.248
C -0.14905 -0.52615 -0.73568 -0.172
C 1.26048 -0.38362 -0.15936 -0.282
O 1.71648 0.94855 -0.19692 -0.076
H -0.88149 1.18492 1.73480 0.098
H -2.17867 0.11707 -0.31397 0.114
H -1.38991 -0.73914 1.01980 0.119
H -0.18259 0.02416 -1.68308 0.119
H -0.36785 -1.57830 -0.96112 0.116
H 1.28264 -0.78794 0.86951 0.118
H 1.96849 -0.97424 -0.75009 0.115
H 0.99522 1.47326 0.18571 0.061
```

* ΔE to the lowest compared entry with this formula, charge and spin: 79.9 kJ/mol
* LUMO energy: 0.75 eV
* Kohn-Sham gap: 10.725 eV
* multiplicity: 1
* E_HOMO: -9.98 eV
* electronic energy: -269.5645 hartree
* SMILES: OCCCO

=====

Entry 6:
ORCA calculation (ωB97M-V/def2-TZVPD) on an isolated molecule of C3H8O2 at a distorted geometry.

Structure (XYZ):
```
13
Properties=species:S:1:pos:R:3:lowdin_charge:R:1
C -1.16332 0.52428 1.43106 -0.128
O -0.84646 0.23934 0.07786 -0.240
C 0.32852 -0.64195 0.16980 -0.148
C 1.02487 -0.41903 -1.30794 -0.132
O 1.05232 1.02135 -1.84413 -0.147
H -0.36633 0.18607 2.05426 0.040
H -1.36478 1.57561 1.63132 0.093
H -1.96974 -0.25120 1.66552 0.115
H 0.88850 -0.24593 1.11548 0.126
H -0.09130 -1.67386 0.32114 0.126
H 0.35110 -0.81889 -2.06790 0.096
H 2.07862 -0.76465 -1.43169 0.113
H 0.07800 1.26886 -1.81477 0.086
```

* ΔE to the lowest compared entry with this formula, charge and spin: 262.6 kJ/mol
* LUMO energy: 1.00 eV
* Kohn-Sham gap: 11.060 eV
* multiplicity: 1
* E_HOMO: -10.06 eV
* electronic energy: -269.4949 hartree
* SMILES: COCCO

=====

Entry 7:
ORCA calculation (ωB97M-V/def2-TZVPD) on a cluster of 2 separate species, C3H8O2 in total at a distorted geometry.

Structure (XYZ):
```
13
Properties=species:S:1:pos:R:3:lowdin_charge:R:1
O 1.48093 2.16523 -1.81712 0.074
C 0.49777 2.33626 -1.15494 -0.398
O 0.44398 3.04519 -0.01215 0.064
H -0.41321 1.79293 -1.40898 0.128
H 1.28520 2.89646 0.45403 0.123
C 0.20090 -2.01674 0.39666 -0.162
C -1.00043 -1.10321 0.54883 -0.177
H 1.08115 -1.40345 0.56620 0.060
H 0.12591 -2.46214 -0.59213 0.064
H 0.26589 -2.81878 1.13185 0.061
H -1.27133 -0.84315 1.58350 0.066
H -0.74063 -0.13188 0.13950 0.033
H -1.95612 -1.45671 0.16477 0.063
```

* ΔE to the lowest compared entry with this formula, charge and spin: 75.5 kJ/mol
* LUMO energy: 0.71 eV
* Kohn-Sham gap: 11.713 eV
* multiplicity: 1
* E_HOMO: -11.00 eV
* electronic energy: -269.5661 hartree
* SMILES: O=CO.CC

=====

Entry 8:
ORCA calculation (ωB97M-V/def2-TZVPD) on an isolated molecule of C3H8O2 at a distorted geometry.

Structure (XYZ):
```
13
Properties=species:S:1:pos:R:3:lowdin_charge:R:1
C -1.65906 0.27592 -0.02414 -0.019
C -0.10358 -0.39209 0.26368 -0.237
O 0.01690 -0.31716 -1.17705 -0.164
C 1.22885 0.33088 0.73503 -0.224
O 2.30664 -0.09660 -0.07949 -0.077
H -1.58672 1.30791 0.29447 0.052
H -2.37960 -0.31630 0.51109 0.038
H -2.08602 0.36638 -1.08362 0.094
H 0.09145 -1.45916 0.57520 0.140
H -0.48659 -1.07112 -1.48923 0.089
H 1.10083 1.41387 0.65699 0.109
H 1.55773 0.10146 1.76114 0.121
H 1.99389 -0.00236 -0.99386 0.078
```

* ΔE to the lowest compared entry with this formula, charge and spin: 297.4 kJ/mol
* LUMO energy: 0.88 eV
* Kohn-Sham gap: 10.253 eV
* multiplicity: 1
* E_HOMO: -9.38 eV
* electronic energy: -269.4816 hartree
* SMILES: C[C@@H](O)CO